# C24H26N3O4S

An isolated ion of composition C24H26N3O4S and charge +1 (ωB97M-V/def2-TZVPD, the OMol25 dataset).

Geometry as XYZ:
```
58
Properties=species:S:1:pos:R:3:forces:R:3
C 2.89543 -4.05001 0.92536 0.15 0.35 0.43
O 3.02579 -4.94468 -0.15240 0.11 -0.06 -0.40
C 2.14649 -5.00523 -1.16906 -0.27 -0.22 -0.20
C 2.29402 -6.15243 -1.96096 0.09 0.08 0.07
C 1.42339 -6.41642 -2.98748 0.08 0.18 0.23
C 0.36242 -5.56144 -3.25544 -0.33 0.20 -0.14
C 0.19860 -4.41489 -2.50075 0.18 -0.21 -0.04
O -0.78359 -3.49669 -2.72020 0.33 -0.14 0.15
C -1.70421 -3.72283 -3.76529 -0.21 -0.04 -0.20
C 1.10607 -4.10657 -1.45480 0.02 -0.12 -0.07
C 0.97088 -2.78671 -0.82087 -0.02 0.11 -0.08
O 1.88418 -1.97796 -0.68070 0.05 -0.56 -0.37
N -0.27800 -2.42912 -0.39602 -0.07 -0.14 0.17
C -0.47031 -1.19277 0.12345 0.01 0.22 0.11
S 0.88538 -0.14917 0.32369 -0.49 0.96 0.52
C -0.18254 1.04141 1.03341 -0.24 -0.17 -0.10
C -1.48657 0.65363 1.07941 0.30 0.20 0.03
C -1.67805 -0.65174 0.53275 0.26 -0.27 -0.19
C -2.90083 -1.45575 0.37232 0.09 0.22 0.08
N -4.09695 -0.83799 0.54158 -0.38 0.00 0.09
O -2.85251 -2.64937 0.11235 -0.09 -0.26 -0.09
C -2.52560 1.55309 1.69053 0.23 0.00 0.02
C -1.85424 2.62939 2.54120 -0.81 -0.40 0.22
N -0.77354 3.29026 1.77076 -0.03 -0.03 -0.23
C -0.30547 4.56726 2.37839 0.32 0.72 0.09
C 0.64076 5.27704 1.44585 -0.02 -0.03 0.04
C 0.14716 5.85821 0.28181 0.04 -0.04 0.11
C 1.00418 6.49750 -0.59565 -0.04 -0.02 -0.08
C 2.35963 6.56236 -0.31558 0.00 0.00 0.01
C 2.85584 5.98880 0.84294 0.04 0.00 -0.01
C 2.00061 5.34376 1.72008 -0.12 0.00 0.02
C 0.34337 2.33260 1.56501 0.63 -0.65 -0.24
H 1.86007 -3.99728 1.27841 0.03 -0.04 0.01
H 3.52728 -4.45727 1.71455 -0.12 0.01 -0.03
H 3.23905 -3.04555 0.66352 -0.04 -0.24 0.06
H 3.10776 -6.81773 -1.72505 0.08 -0.09 0.05
H 1.55157 -7.30337 -3.58764 0.02 -0.10 -0.04
H -0.31570 -5.79737 -4.05754 -0.09 0.03 -0.08
H -2.27438 -4.64125 -3.60267 0.04 0.03 -0.01
H -1.20583 -3.76323 -4.73757 0.00 -0.01 0.05
H -2.38168 -2.87092 -3.74105 0.02 -0.08 -0.04
H -1.12012 -3.00600 -0.48318 0.31 0.09 0.00
H -4.20782 0.15575 0.47924 0.05 0.01 -0.03
H -4.91022 -1.40718 0.36380 0.03 0.04 -0.01
H -3.19860 0.97589 2.32624 -0.05 0.12 0.02
H -3.12458 2.03356 0.90810 -0.12 0.00 0.07
H -2.58514 3.37948 2.84989 0.19 0.05 -0.04
H -1.40744 2.18534 3.43246 0.09 0.11 -0.06
H -1.14503 3.51341 0.83964 0.07 -0.02 0.09
H 0.17957 4.33687 3.32862 -0.12 -0.11 -0.06
H -1.18148 5.19174 2.57292 -0.02 -0.21 -0.01
H -0.91310 5.83031 0.06777 -0.15 0.04 -0.03
H 0.61342 6.95025 -1.49329 -0.03 0.05 -0.09
H 3.02660 7.06512 -0.99768 0.07 0.05 -0.07
H 3.90948 6.04291 1.06622 0.11 0.01 0.02
H 2.39088 4.90225 2.62502 0.05 -0.06 0.12
H 1.07082 2.76788 0.87496 -0.14 0.16 0.13
H 0.84282 2.18286 2.52863 -0.10 0.25 0.02
```
Forces are in eV/Å.

Results
Calculated total energy, Ha: -1793.3707
Net charge: +1
Kohn-Sham gap, eV: 7.8
Highest occupied orbital energy, eV: -10.27
SMILES string: COc1cccc(OC)c1C(=O)Nc1sc2c(c1C(N)=O)CC[N@@H+](Cc1ccccc1)C2

Atom charges from the Löwdin analysis, given in e for atoms 1 to 2: -0.06 -0.04